The following is a DFT calculation (ωB97M-V/def2-TZVPD) of the molecule C4H7NO.

2S+1: 1
Total energy in eV: -7795.13516
Charge: 0
Energy relative to the best compared isomer or geometry (same formula, charge and spin) in kcal/mol: 103.99

Cartesian coordinates (Å):
C  2.287  0.040  -0.731
N  0.952  -0.320  -1.148
C  -2.137  0.644  1.263
C  0.055  -0.318  -0.240
C  -1.302  -0.722  -0.443
O  -2.231  -0.321  0.400
H  2.632  0.885  -1.339
H  2.976  -0.792  -0.916
H  2.356  0.323  0.333
H  -2.958  0.725  1.956
H  -1.277  1.302  1.263
H  0.294  -0.042  0.807
H  -1.648  -1.403  -1.206